[1]
Here is C21H27Cl3LaN5O4 as an isolated structure at a distorted geometry from OMol25. Energies are from ωB97M-V/def2-TZVPD.

Last column: Mulliken charge in e.
Element x y z (Å)
C -2.7394 1.4072 0.3334  -0.9448
La -1.1383 -2.6001 -0.1483  1.3062
C -1.9324 -4.4753 1.7715  0.2024
C 0.6534 2.8057 5.6026  -1.3085
H 2.6885 1.9484 3.9799  0.3447
N -1.4853 -0.5459 1.1007  -0.4798
C 0.6982 -1.3774 -4.8024  -0.8801
H -2.5661 -1.5934 -5.8960  0.3933
C -1.6043 -1.8686 -5.4018  -0.7289
H 2.8813 -1.0525 2.2329  0.1487
H 0.8070 -2.3996 -5.0823  0.3693
H 0.5490 -0.4658 0.8493  0.3606
N 0.9852 3.8012 -0.0367  -0.0948
H -1.0223 4.1697 4.0671  0.4094
H -0.8776 -0.0071 -5.0489  0.3365
Cl -1.1321 -5.5447 0.4764  -0.2937
C 3.8616 -1.5281 2.3064  -0.7222
Cl 1.4641 -2.8980 0.7557  -0.6911
C 0.4038 -1.3992 -3.3215  -0.4830
C -0.3555 1.2331 -0.1590  0.2589
C 2.0654 2.8405 2.0427  -0.3485
C 1.2418 2.9110 -1.0957  0.1117
H 1.2061 0.9281 -1.5393  0.2350
C 1.9333 2.4954 3.3612  -0.8184
H -2.5439 -3.1185 -3.9383  0.4137
H 0.0272 -0.3641 -2.9875  0.1076
H -0.1351 2.0882 5.8868  0.2905
C 0.7874 3.0239 4.1202  0.7574
C -0.0779 4.0830 2.0804  -0.0443
O 1.9397 3.2299 -2.0260  -0.6261
N 0.7423 1.6027 -0.8983  0.2029
O 4.1375 -3.6536 3.7156  -0.0446
C -0.2148 3.7844 3.4246  -0.8771
N -0.7989 -2.2751 -3.0633  0.0860
C -0.3649 0.0785 0.6077  -0.2249
H 1.5639 2.3792 6.0915  0.3466
H -0.4119 -3.2180 -3.1831  0.3569
H -0.7880 4.6779 1.5272  0.4960
Cl -1.7433 -5.0162 3.3453  -0.1558
H -2.6727 -1.4012 -3.5420  0.3095
C 3.9703 -2.7491 3.0206  0.7711
C -1.9556 -2.1714 -3.9101  -0.7627
H 1.2424 -1.7944 -2.6687  0.4497
O -3.9129 -3.4139 2.5065  -0.5815
C -3.1019 -3.5721 1.5961  0.4738
H 1.2503 4.7698 -0.2824  0.2816
C 1.0277 3.5658 1.3728  0.0308
H 4.7067 -0.8737 2.5126  0.3682
H -3.6574 1.9769 0.3641  0.5200
H -1.2688 -2.7681 -5.8833  0.3833
H -1.4712 2.9659 -0.5498  0.5774
H 4.0953 -1.5994 1.2017  0.3760
H 2.9785 2.5591 1.5074  0.4800
N -0.5282 -0.8536 -5.4972  -0.0544
H 0.4169 3.7953 6.0744  0.3495
H -0.2855 -0.5167 -6.4124  0.3513
H 1.5378 -0.7510 -5.0215  0.5009
O -3.2098 -3.0205 0.3705  -0.6011
C -1.5389 2.0135 -0.0838  -0.1014
H -3.6624 -0.3912 1.2757  0.3382
C -2.6651 0.1432 0.9982  -0.2274

Computed properties:
**Total charge**: +2
**LUMO**: -6.72 eV
**Molar mass**: 658.7 Da
**HOMO**: -10.82 eV
**F_max**: 5.0 eV/Å
**Frontier orbital gap**: 4.10 eV

[2]
Here is C21H27Cl4CrF6N3O24 as an isolated structure at a distorted geometry from OMol25. Energies are from ωB97M-V/def2-TZVPD.

Last column: Löwdin spin population.
Element x y z (Å)
H 4.9624 -2.9287 2.3202  -0.0001
H 4.8054 -0.0764 2.0942  0.0000
O 2.7901 1.2400 -0.8105  0.0018
O 4.0326 -0.9858 6.0637  0.0000
H 3.0197 -5.4543 2.6767  0.0000
O 1.6659 5.8766 -0.9349  0.0000
H 0.6514 0.7796 3.0322  0.0000
O -1.0099 -4.8489 0.0821  0.0000
H 1.2247 -5.4163 2.6897  0.0000
C -2.3051 -3.2488 0.7049  0.0003
H -3.7708 -1.6591 -2.5690  0.0000
H 1.9018 5.0247 -3.8850  -0.0001
C 2.1353 -4.8172 2.6801  0.0000
H -3.4785 3.0794 -0.2609  0.0000
O 3.4415 3.1340 0.2621  0.0001
O 2.8753 -4.6906 0.4854  -0.0001
O -0.7552 1.5235 -3.6879  0.0006
F -5.2000 -2.8598 -0.6358  0.0000
H 2.8477 4.4520 1.6871  0.0000
O -6.0596 1.5704 -0.8763  0.0000
N 1.3305 5.1576 -1.7883  0.0000
N -0.4327 -0.9524 3.4117  0.0000
C 3.5075 3.5936 1.5609  0.0000
C 5.0934 -2.0685 2.9766  -0.0001
C 4.2742 -1.0927 4.8759  0.0000
C 1.2256 5.5870 -3.2410  0.0000
C -1.4669 0.9334 -4.5194  0.0002
O -0.6690 -4.4560 -2.0224  0.0000
C -1.2389 2.9377 0.4559  -0.0004
O -1.8115 -0.3483 -4.4523  0.0002
H -3.1304 -1.5073 -5.7437  0.0000
F -3.1372 1.7209 1.0302  0.0000
H -1.9466 -2.2989 1.1015  0.0004
O 2.6338 1.4609 1.3673  0.0006
Cl 2.7016 1.2446 -4.0673  0.0016
C -0.4084 0.5300 3.0836  0.0002
Cl 0.1239 -0.2331 -0.8965  0.0189
H -3.3308 -3.2543 1.0737  0.0000
H -1.4769 -1.4694 -6.0890  -0.0004
O 0.7422 -1.4728 3.4177  0.0001
O -1.4699 -1.5246 3.7102  0.0000
H 4.4517 3.9297 1.9895  0.0000
C 3.1601 2.3026 2.3662  0.0001
N 2.3167 -4.1189 1.3950  0.0000
H -1.0964 -4.2751 2.1677  0.0000
O -0.8543 3.7584 1.5106  -0.0001
Cl 1.0470 -2.0740 -4.0563  -0.0714
F 2.2925 2.3686 3.3671  0.0000
O -1.7504 4.6521 3.3700  0.0000
Cl 3.6937 -1.5863 -1.4321  -0.0459
O -2.2094 -3.3400 -0.7018  0.0003
C -5.5743 0.4564 -1.0708  0.0000
O 4.8242 -2.1459 4.3266  0.0000
F -3.8041 0.8207 -6.5643  0.0000
C -4.1826 -1.1099 -1.7223  0.0000
C -1.6651 -4.4743 1.2594  0.0000
C -2.8002 2.9399 0.5809  0.0000
H -6.1959 -1.9577 -2.1583  0.0000
C -5.5171 -1.7052 -1.3436  0.0000
C -2.2663 -0.8474 -5.6672  -0.0001
H -3.4601 -1.2305 -0.9151  0.0001
H 0.2207 5.4784 -3.6489  0.0000
H -2.1085 0.4531 -7.4538  0.0000
H -1.0150 3.4081 -0.5016  0.0000
O 2.0838 -2.9300 1.2982  0.0003
F 6.3926 -1.8362 2.9625  0.0000
H 4.0968 1.8242 2.6521  0.0000
O -4.7153 0.1588 -1.9738  0.0000
C -1.8712 4.1308 2.2652  0.0000
F -2.6227 -5.2963 1.6968  0.0000
H -1.0029 1.1205 3.7807  0.0000
O -1.7539 1.4155 -5.6802  0.0000
H 2.2277 -4.0326 3.4311  0.0000
H -0.8615 0.4704 2.0940  0.0002
O 1.1349 4.0234 -1.5376  -0.0001
H -0.7411 1.9683 0.4805  -0.0007
Cr 1.8832 -0.3570 -2.4041  3.0927
C 4.2411 -0.8064 2.6745  0.0000
C -2.4870 0.4556 -6.4317  0.0000
H 1.6282 6.5977 -3.1745  0.0000
C -1.3240 -4.2261 -0.9898  0.0001
O -2.9749 3.7504 1.6810  0.0000
O -6.0731 -0.7723 -0.5320  0.0000
O 4.0223 -0.1833 3.8637  0.0000
C 2.9546 1.8747 0.2008  0.0002
H 3.3677 -1.2341 2.1821  0.0001

Computed properties:
**Spin multiplicity**: 4
**Total charge**: -1
**LUMO (alpha / beta)**: 1.13 / 1.72 eV
**Molar mass**: 1013.2 Da
**HOMO (alpha / beta)**: -6.39 / -6.47 eV
**F_max**: 7.0 eV/Å
**Frontier orbital gap (alpha / beta)**: 7.52 / 8.19 eV